1.
{"formula": "C3H12N4O", "method": "ωB97M-V/def2-TZVPD", "symbols": ["H", "N", "C", "N", "N", "C", "H", "H", "H", "H", "H", "H", "C", "O", "N", "H", "H", "H", "H", "H"], "xyz": [[3.137, -0.184, 1.285], [2.182, 0.091, 1.515], [1.621, 0.608, 0.485], [2.238, 0.741, -0.710], [0.375, 1.149, 0.503], [-0.472, 1.080, 1.673], [1.637, 0.686, -1.521], [3.085, 0.205, -0.832], [-0.082, 1.273, -0.390], [-1.337, 1.735, 1.538], [0.062, 1.391, 2.575], [-0.824, 0.056, 1.823], [-2.273, -0.460, -1.228], [-0.824, -0.783, -1.259], [-0.613, -2.079, -0.648], [-2.461, 0.598, -1.031], [-2.649, -0.682, -2.229], [-2.777, -1.078, -0.479], [0.073, -2.505, -1.273], [-0.097, -1.839, 0.205]], "lowdin_charge": [0.027, 0.096, -0.647, 0.119, -0.030, -0.100, 0.087, 0.095, 0.106, 0.080, 0.079, 0.071, -0.073, -0.313, 0.033, 0.070, 0.073, 0.078, 0.080, 0.070], "de_lowest_kcal_mol": 65.89, "e_homo_ev": -8.53, "largest_force_ev_per_a": 2.24, "homo_lumo_gap_ev": 9.336}



2.
{"formula": "C3H12N4O", "method": "ωB97M-V/def2-TZVPD", "symbols": ["N", "C", "N", "N", "H", "H", "H", "H", "H", "H", "C", "O", "C", "N", "H", "H", "H", "H", "H", "H"], "xyz": [[0.689, -1.548, -1.001], [-0.436, -1.459, -0.146], [-1.755, -0.994, -0.676], [-0.684, -2.719, 0.593], [-0.228, -0.601, 0.552], [0.660, -2.288, -1.693], [-1.911, -0.024, -0.341], [-1.703, -0.865, -1.699], [-1.406, -3.218, 0.052], [0.190, -3.252, 0.508], [-0.320, 1.901, 0.983], [-1.401, 1.641, 0.212], [0.939, 2.167, 0.135], [1.689, 0.893, 0.021], [-0.458, 2.784, 1.669], [-0.017, 1.062, 1.675], [0.560, 2.455, -0.874], [1.531, 3.025, 0.634], [1.385, -0.011, -0.448], [2.676, 1.050, -0.156]], "lowdin_charge": [0.118, -0.605, 0.133, 0.078, 0.099, 0.048, 0.038, 0.090, 0.076, 0.068, -0.400, -0.159, -0.239, 0.055, 0.142, 0.119, 0.115, 0.133, 0.020, 0.071], "de_lowest_kcal_mol": 193.54, "e_homo_ev": -7.97, "largest_force_ev_per_a": 1.97, "homo_lumo_gap_ev": 3.986}